The following is a quantum chemistry calculation of a cluster of 2 separate species, C2H2I2NO in total at a distorted geometry, from the OMol25 dataset.

Properties
LUMO energy = 0.109 Ha
Kohn-Sham gap = 6.352 eV
highest occupied orbital energy = -3.4 eV
energy relative to the best compared isomer or geometry (same formula, charge and spin) = 56.1 kcal/mol

Geometry as ORCA input:
```
! wB97M-V def2-TZVPD RIJCOSX def2/J DEFGRID3
* xyz -1 1
C 0.60 -0.44 1.21
C -0.20 -0.43 -0.02
N 1.03 0.30 0.27
O 1.91 1.09 -0.11
I -2.94 1.71 -1.24
I 0.28 -2.35 -1.36
H 0.93 -0.81 2.15
H -1.60 0.93 -0.90
*
```



The following is a quantum chemistry calculation of the ion C2H2I2P with charge +1 at a distorted geometry, from the OMol25 dataset.

Properties
LUMO energy = -0.236 Ha
Kohn-Sham gap = 7.839 eV
highest occupied orbital energy = -14.3 eV
energy relative to the best compared isomer or geometry (same formula, charge and spin) = 4.0 kcal/mol

Geometry as ORCA input:
```
! wB97M-V def2-TZVPD RIJCOSX def2/J DEFGRID3
* xyz 1 1
C -0.82 -0.12 -0.70
C -0.98 -0.09 0.64
P 0.78 0.10 0.22
I 1.94 2.19 0.02
I 1.89 -2.00 0.02
H -1.23 -0.18 -1.65
H -1.58 0.08 1.45
*
```



The following is a quantum chemistry calculation of a cluster of 2 separate species, C2H2I2Si in total at a distorted geometry, from the OMol25 dataset.

Properties
LUMO energy = -0.036 Ha
Kohn-Sham gap = 7.731 eV
highest occupied orbital energy = -8.7 eV

Geometry as ORCA input:
```
! wB97M-V def2-TZVPD RIJCOSX def2/J DEFGRID3
* xyz 0 1
C 0.10 -0.53 0.37
C 0.03 0.46 -0.32
Si -2.80 0.11 1.19
I -3.36 2.09 -0.17
I -3.56 -1.97 -0.04
H 0.30 -1.51 0.96
H -0.12 1.37 -0.76
*
```



> Which formula does entry 3 have?

C2H2I2Si



> Which formula does entry 1 have?

C2H2I2NO



> Among the records above, which one has the lowest Kohn-Sham gap?

C2H2I2NO



> Look up the Kohn-Sham gap of the third one.

7.731 eV